Record 1
23
Properties=species:S:1:pos:R:3:forces:R:3 method="wB97M-V/def2-TZVPD" smiles="[H]/N=C(/C)N(C)[C@H](C)C=C" lumo_energy_ev=1.0
C -0.383886 0.647567 0.210058 -4.73 0.19 -0.27
C -0.428570 -1.846986 0.047391 0.27 0.07 -0.12
C -0.151307 0.829067 1.696995 -0.07 0.55 0.40
C 2.687189 -0.005975 0.066607 -0.36 0.11 0.23
N 0.048312 -0.544735 -0.390562 4.98 0.07 -1.76
C 1.589552 -0.440303 -0.865883 -2.39 -2.08 -0.47
C -2.087958 0.615093 -0.128257 2.46 1.07 0.37
C -2.644344 1.425228 -1.027926 0.26 -0.22 0.45
N 1.886152 -0.897481 -2.018694 -0.38 0.59 0.91
H -0.023132 1.523969 -0.337273 0.00 -0.24 -0.07
H 1.038478 -1.188612 -2.511965 0.08 0.07 0.14
H -2.703560 -0.084170 0.433163 0.21 0.05 0.14
H 0.383972 -2.580730 0.036228 -0.08 0.15 0.00
H -0.840988 -1.830121 1.060703 0.01 0.04 -0.02
H -1.198652 -2.201317 -0.642315 -0.10 -0.08 0.15
H -0.234836 -0.100524 2.263284 0.04 0.03 -0.09
H -0.877622 1.537287 2.109059 0.01 -0.12 -0.04
H 0.826623 1.283609 1.880626 0.04 -0.28 0.04
H 2.587978 -0.534681 1.018299 -0.06 0.15 0.01
H 3.670898 -0.243960 -0.350911 -0.37 0.11 -0.15
H 2.622237 1.067638 0.254062 0.06 -0.03 0.12
H -3.722536 1.464749 -1.174786 0.20 -0.20 -0.11
H -2.043999 2.105386 -1.627902 -0.07 0.00 0.14

***

Record 2
74
Properties=species:S:1:pos:R:3:forces:R:3 method="wB97M-V/def2-TZVPD" lumo_energy_ev="-2.9 / -5.2" total_charge=+1 multiplicity=5
Ir -0.016747 0.420064 -1.720100 0.71 1.58 6.90
C -1.004540 -1.794619 2.414493 0.54 0.08 0.21
C 0.290118 -2.024886 1.849371 -0.30 0.59 0.48
C 0.511346 -0.598072 3.649113 0.49 0.18 0.55
C -0.846884 -0.944180 3.544173 -0.81 0.00 -0.10
C 1.207904 -1.225958 2.589627 0.50 -0.22 -0.10
C -2.295980 -2.367739 2.013834 -0.53 -0.30 -0.27
H -2.185426 -3.029996 1.151741 -0.13 0.03 0.31
H -3.013733 -1.569790 1.750492 0.26 -0.27 0.24
H -2.742721 -2.951097 2.839710 0.14 0.23 -0.30
C -1.927556 -0.566335 4.485481 0.12 -0.10 0.24
H -2.644969 -1.386034 4.567609 -0.05 0.10 0.02
H -2.471683 0.329019 4.145553 0.19 -0.15 -0.06
H -1.511028 -0.368226 5.481721 -0.16 0.05 -0.25
C 1.136715 0.127359 4.784878 0.07 0.08 -0.20
H 1.254606 -0.565558 5.628727 -0.08 0.04 -0.03
H 0.527824 0.973368 5.118668 0.08 -0.16 -0.06
H 2.133575 0.481966 4.518374 -0.13 0.04 0.04
C 2.658818 -1.106842 2.358720 0.42 -0.09 0.62
H 3.247604 -1.552267 3.181280 -0.31 -0.10 -0.16
H 2.938091 -0.025720 2.304475 -0.28 -1.06 0.17
H 2.940797 -1.585205 1.415972 0.12 0.15 0.24
C 0.665682 -2.945851 0.757563 0.06 0.04 -0.33
H 1.213291 -3.814397 1.145889 -0.06 0.13 -0.03
H 1.318784 -2.444212 0.029656 -0.08 -0.09 0.17
H -0.208203 -3.303951 0.220188 0.13 -0.12 0.08
C -1.247115 1.460730 -2.787462 -1.59 1.34 -0.34
C -1.953331 0.122466 -2.876747 -1.20 -0.89 -1.16
C -1.634329 -0.769585 -4.089561 -0.37 -0.02 -0.01
C -0.174291 -1.221810 -4.204316 -0.08 -0.61 -0.33
C 0.750000 -0.754470 -3.103679 2.11 -1.00 -2.35
C 1.383765 0.546201 -3.171881 0.51 -1.52 -1.13
C 0.922134 1.628789 -4.112312 0.37 0.63 -0.30
C -0.584013 2.017898 -4.026222 0.31 0.51 -0.17
H -1.925414 -0.248562 -5.003997 -0.11 0.06 0.12
H 0.232292 -0.888990 -5.170428 -0.07 -0.16 0.19
H -2.282984 -1.647168 -4.038025 -0.04 0.15 -0.10
H -1.128463 1.722606 -4.934231 0.11 0.14 0.25
H -1.926340 2.171985 -2.278785 0.59 -0.09 -0.19
H -3.039206 0.309443 -2.818504 0.28 0.15 -0.32
H -0.651553 3.114420 -3.929398 0.04 -0.44 -0.33
H 1.497259 2.519493 -3.828570 -0.08 -0.12 -0.26
H 2.426471 0.554153 -2.833875 -0.60 0.38 -0.32
H 1.213283 1.377297 -5.144728 -0.10 0.08 0.21
H -0.140437 -2.324502 -4.215057 -0.03 0.39 -0.11
H 1.451626 -1.525846 -2.784112 -0.20 -0.14 0.16
P -1.929144 -0.775365 -1.169203 0.57 -0.15 -0.64
C -3.345347 -0.003236 -0.341977 -0.13 -0.17 0.77
C -2.242153 -2.544927 -1.534712 -0.37 -0.04 0.27
P 2.764543 1.067030 0.322271 -1.47 0.08 -0.25
C 1.394662 1.713688 -0.746637 -0.10 0.88 -0.79
C 3.709488 0.025703 -0.840216 0.55 0.07 -0.22
C 3.719588 2.603813 0.437368 0.18 0.19 -0.24
H -3.029557 0.400339 0.643317 -0.11 -0.06 -0.40
H -4.165741 -0.718982 -0.204424 0.16 0.09 -0.11
H -3.712100 0.840439 -0.932663 0.12 -0.08 0.04
H -1.783693 -2.878607 -2.470379 0.02 0.25 0.22
H -3.320661 -2.752034 -1.560271 0.25 0.03 -0.04
H -1.796615 -3.126365 -0.718904 -0.27 0.10 -0.42
H 3.726545 3.107984 -0.540240 0.25 0.08 0.33
H 4.740388 2.362668 0.764274 -0.20 0.24 -0.06
H 3.219921 3.236194 1.188340 0.32 -0.12 -0.34
H 0.812779 2.390132 -0.102191 0.16 -0.30 -0.26
H 1.946426 2.326728 -1.485619 -0.42 -0.14 -0.01
H 4.565800 -0.411262 -0.298199 -0.25 0.12 -0.33
H 4.081184 0.631686 -1.680349 0.11 -0.35 0.12
H 3.082126 -0.795893 -1.227289 0.25 0.27 0.19
Cl -1.455660 3.062559 4.484241 0.15 0.08 -0.14
C -0.754492 3.154154 2.857109 -0.02 -0.59 -0.63
Cl -1.196139 4.691790 2.083895 0.04 -0.22 0.10
Cl 1.026599 3.055723 2.984435 -0.25 0.05 -0.01
C -1.334858 1.950633 1.941419 -0.32 -1.11 -0.57
O -2.532225 1.676286 2.158572 0.86 0.34 0.03
O -0.556728 1.383722 1.112748 -0.83 0.96 1.49

***

Record 3
17
Properties=species:S:1:pos:R:3:forces:R:3 method="wB97M-V/def2-TZVPD" lumo_energy_ev=-3.9 total_charge=+1
C 0.257164 0.814495 -1.686419 0.03 0.64 -1.31
C 0.030843 0.296842 0.960303 0.11 0.33 -0.79
C 0.986671 1.332358 0.433189 2.72 2.24 0.72
C 0.037211 -0.946015 0.018169 -5.83 3.05 2.31
N 0.693279 1.776645 -0.940200 -0.77 -0.12 1.35
N -0.004052 -0.419655 -1.271218 0.47 -0.17 -3.79
P -2.126776 -1.910417 0.057583 1.59 3.16 -2.02
H 0.174307 1.056753 -2.763358 -0.42 -0.53 0.71
H 0.239947 0.215764 2.041676 -0.29 -0.68 -0.69
H -0.871803 0.885095 0.799639 -0.81 -0.67 0.53
H 1.058748 2.209904 1.151253 -0.39 -0.89 -1.09
H 2.034773 1.049546 0.266779 -0.07 -0.62 0.90
H 0.477567 -1.760128 0.401794 2.61 -2.83 0.01
H 0.735401 2.752070 -1.228172 0.08 -0.53 -0.10
H -0.374212 -0.901868 -2.115362 0.42 -0.52 1.46
H -2.207209 -2.705425 1.119654 0.49 -1.47 1.69
H -1.676010 -2.838824 -0.895195 0.07 -0.39 0.11